# 1
The following is a quantum chemistry calculation of a 8-piece molecular cluster, C30H74N2O8 overall, from the OMol25 dataset.

SMILES ... CC1(C)CCCC(C)(C)N1O.CC1(C)CCCC(C)(C)N1O.CCO.CCO.CCO.CCO.CCO.CCO
Kohn-Sham gap ... 8.47 eV
Spin multiplicity ... 1
DFT total energy ... -1898.54952 Eh

Each atom is followed by the atoms it is bonded to, with distances in Å.
CARTESIAN COORDINATES (ANGSTROEM)
1 N -24.30 -0.61 7.25  C14 1.506, C48 1.448, O99 1.378
2 O -15.30 -16.17 15.38  H15 0.960, C91 1.428
3 H -24.83 -3.57 6.98  C26 1.090
4 H -18.00 -10.48 9.41  C114 1.090
5 H -11.33 -4.32 10.48  C77 1.090
6 H -19.48 -9.62 9.38  C114 1.090
7 C -20.81 -4.69 17.16  C13 1.514, C31 1.476, H74 1.090, H82 1.090
8 H -23.05 -3.83 7.16  C26 1.090
9 C -23.51 -13.60 12.96  H12 1.090, C39 1.506, H54 1.090, H85 1.090
10 H -17.36 -15.89 15.39  C91 1.090
11 H -19.95 -3.55 18.81  C31 1.090
12 H -22.71 -14.34 12.96  C9 1.090
13 C -20.81 -6.04 16.47  C7 1.514, N16 1.533, C64 1.564, C93 1.604
14 C -24.22 -0.15 8.68  N1 1.506, C56 1.533, C83 1.526, C108 1.614
15 H -14.55 -15.58 15.29  O2 0.960
16 N -19.36 -6.46 16.23  C13 1.533, O60 1.399, C80 1.495
17 C -12.44 1.92 17.01  H44 1.090, C65 1.489, H71 1.090, H104 1.090
18 H -23.17 -2.72 4.82  C62 1.090
19 H -21.60 -6.61 18.54  C93 1.090
20 H -25.96 -1.30 7.25  O99 0.960
21 H -19.72 -8.35 26.61  C97 1.090
22 H -25.42 -13.18 11.97  C39 1.090
23 C -17.04 -6.06 16.49  H36 1.090, H55 1.090, C80 1.498, H86 1.090
24 H -18.76 -10.83 25.64  C105 1.090
25 H -18.87 -10.08 7.94  C114 1.090
26 C -23.89 -3.17 7.36  H3 1.090, H8 1.090, C48 1.550, H92 1.090
27 H -16.48 -14.73 14.50  C91 1.090
28 O -21.03 -8.58 25.17  H57 0.960, C97 1.399
29 H -20.01 -5.13 19.19  C31 1.090
30 O -16.55 -8.40 8.56  H38 0.960, C111 1.390
31 C -19.89 -4.51 18.30  C7 1.476, H11 1.090, H29 1.090, C78 1.497
32 H -25.06 -0.32 10.56  C56 1.090
33 H -22.24 0.90 9.11  C108 1.090
34 C -16.37 -14.37 16.65  H53 1.090, H70 1.090, C91 1.547, H102 1.090
35 H -17.29 -7.23 18.96  C41 1.090
36 H -16.66 -7.07 16.35  C23 1.090
37 O -10.31 -5.77 12.56  C90 1.443, H109 0.960
38 H -16.41 -8.92 7.76  O30 0.960
39 C -24.58 -13.87 11.94  C9 1.506, H22 1.090, O81 1.446, H88 1.090
40 H -17.96 -7.66 9.64  C111 1.090
41 C -18.19 -7.24 18.35  H35 1.090, H76 1.090, C80 1.516, H110 1.090
42 H -26.07 -1.09 9.29  C56 1.090
43 H -22.51 -7.18 17.15  C93 1.090
44 H -12.41 2.76 16.31  C17 1.090
45 H -9.66 -4.57 10.29  C77 1.090
46 C -21.85 -1.16 8.69  H87 1.090, C101 1.541, H106 1.090, C108 1.487
47 O -11.92 -0.40 17.01  C65 1.414, H72 0.960
48 C -23.57 -1.77 6.77  N1 1.448, C26 1.550, C62 1.563, C101 1.541
49 H -18.32 -4.06 16.92  C78 1.090
50 H -25.68 1.55 8.43  C83 1.090
51 H -21.72 -0.52 6.66  C101 1.090
52 H -11.69 -6.61 11.26  C90 1.090
53 H -15.46 -13.77 16.65  C34 1.090
54 H -24.03 -13.92 13.87  C9 1.090
55 H -17.09 -5.66 15.48  C23 1.090
56 C -25.06 -0.95 9.67  C14 1.533, H32 1.090, H42 1.090, H103 1.090
57 H -21.76 -8.12 25.59  O28 0.960
58 H -24.51 -15.82 12.01  O81 0.960
59 H -21.37 -6.89 14.59  C64 1.090
60 O -19.19 -7.73 15.67  N16 1.399, H68 0.960
61 H -18.23 -9.30 24.94  C105 1.090
62 C -23.51 -1.76 5.21  H18 1.090, C48 1.563, H95 1.090, H98 1.090
63 H -21.08 -5.20 14.56  C64 1.090
64 C -21.60 -5.97 15.13  C13 1.564, H59 1.090, H63 1.090, H112 1.090
65 C -12.48 0.65 16.24  C17 1.489, O47 1.414, H66 1.090, H94 1.090
66 H -13.44 0.44 15.76  C65 1.090
67 H -21.03 -7.98 17.74  C93 1.090
68 H -18.98 -7.49 14.76  O60 0.960
69 H -10.69 -5.44 9.18  C77 1.090
70 H -16.26 -14.98 17.55  C34 1.090
71 H -11.53 2.02 17.61  C17 1.090
72 H -12.47 -0.50 17.79  O47 0.960
73 H -24.13 1.98 9.25  C83 1.090
74 H -20.85 -3.92 16.39  C7 1.090
75 H -20.55 -9.80 26.75  C97 1.090
76 H -18.03 -8.23 17.94  C41 1.090
77 C -10.61 -5.10 10.21  H5 1.090, H45 1.090, H69 1.090, C90 1.541
78 C -18.51 -4.73 17.77  C31 1.497, H49 1.090, H79 1.090, C80 1.544
79 H -17.71 -4.55 18.49  C78 1.090
80 C -18.32 -6.17 17.27  N16 1.495, C23 1.498, C41 1.516, C78 1.544
81 O -25.19 -15.16 12.17  C39 1.446, H58 0.960
82 H -21.72 -4.49 17.72  C7 1.090
83 C -24.62 1.32 8.54  C14 1.526, H50 1.090, H73 1.090, H113 1.090
84 H -9.93 -6.99 10.95  C90 1.090
85 H -23.06 -12.61 12.97  C9 1.090
86 H -16.35 -5.33 16.91  C23 1.090
87 H -20.83 -0.87 8.91  C46 1.090
88 H -24.15 -13.97 10.94  C39 1.090
89 H -19.53 -10.22 24.17  C105 1.090
90 C -10.66 -6.24 11.24  O37 1.443, H52 1.090, C77 1.541, H84 1.090
91 C -16.44 -15.31 15.42  O2 1.428, H10 1.090, H27 1.090, C34 1.547
92 H -23.88 -3.15 8.45  C26 1.090
93 C -21.51 -7.02 17.54  C13 1.604, H19 1.090, H43 1.090, H67 1.090
94 H -11.93 0.87 15.33  C65 1.090
95 H -22.90 -0.96 4.79  C62 1.090
96 H -18.42 -7.64 8.00  C111 1.090
97 C -20.08 -9.18 26.00  H21 1.090, O28 1.399, H75 1.090, C105 1.513
98 H -24.50 -1.56 4.81  C62 1.090
99 O -25.58 -0.58 6.74  N1 1.378, H20 0.960
100 H -22.78 -0.39 10.29  C108 1.090
101 C -22.14 -1.38 7.19  C46 1.541, C48 1.541, H51 1.090, H107 1.090
102 H -17.29 -13.79 16.72  C34 1.090
103 H -24.72 -1.97 9.89  C56 1.090
104 H -13.34 2.06 17.60  C17 1.090
105 C -19.10 -9.93 25.13  H24 1.090, H61 1.090, H89 1.090, C97 1.513
106 H -21.91 -2.06 9.30  C46 1.090
107 H -21.58 -2.29 6.98  C101 1.090
108 C -22.71 -0.08 9.25  C14 1.614, H33 1.090, C46 1.487, H100 1.090
109 H -10.89 -5.03 12.76  O37 0.960
110 H -19.07 -7.33 18.99  C41 1.090
111 C -17.92 -8.27 8.74  O30 1.390, H40 1.090, H96 1.090, C114 1.531
112 H -22.67 -5.78 15.17  C64 1.090
113 H -24.20 1.69 7.60  C83 1.090
114 C -18.51 -9.67 8.89  H4 1.090, H6 1.090, H25 1.090, C111 1.531



# 2
The following is a quantum chemistry calculation of a 11-piece molecular cluster, C30H74N8O14 overall, from the OMol25 dataset.

SMILES ... CN(C)C=O.CN(C)C=O.CN(C)C=O.CN(C)C=O.CN(C)C=O.CN(C)C=O.CN(C)C=O.CN(C)C=O.OCCO.OCCO.OCCO
Kohn-Sham gap ... 8.59 eV
Spin multiplicity ... 1
DFT total energy ... -2678.81125 Eh

Each atom is followed by the atoms it is bonded to, with distances in Å.
CARTESIAN COORDINATES (ANGSTROEM)
1 H 2.38 -0.33 -2.47  C67 1.112
2 C -1.95 4.98 -0.74  H36 1.078, H43 1.096, H52 1.065, N100 1.390
3 H 0.41 2.17 4.23  C34 1.094
4 H 3.17 4.00 2.97  C70 1.077
5 H -6.38 1.06 -0.88  C111 1.069
6 H -0.44 4.36 1.98  C16 1.097
7 H 0.44 -2.06 -3.81  C31 1.103
8 H 2.15 4.80 1.80  C70 1.089
9 H 3.79 0.43 -3.03  C67 1.068
10 H 1.92 -3.39 -1.28  C55 1.117
11 C -4.10 -0.13 -1.18  N29 1.450, H90 1.088, H108 1.061, H116 1.082
12 H -1.49 -0.87 0.45  O106 0.991
13 N 1.49 -4.18 0.72  C48 1.472, C55 1.468, C109 1.319
14 H 3.92 0.64 -0.63  O42 0.942
15 O -1.82 -6.04 -1.41  C38 1.216
16 C -0.28 4.31 3.07  H6 1.097, H32 1.087, N33 1.479, H79 1.082
17 H -2.65 -4.06 1.44  C73 1.080
18 H 3.23 -4.27 -0.45  C55 1.144
19 C -1.54 -1.53 -4.26  O26 1.480, C31 1.534, H68 1.055, H104 1.108
20 H 2.92 0.46 1.53  C53 1.082
21 H 0.46 0.08 3.86  C84 1.121
22 C -4.34 -0.21 1.19  N29 1.297, O89 1.248, H113 1.091
23 H 0.42 -5.96 -0.08  C48 1.095
24 H -5.15 -4.56 0.78  C40 1.098
25 N -3.37 -4.64 -0.48  C38 1.402, C40 1.496, C73 1.419
26 O -2.13 -2.53 -3.34  C19 1.480, H45 0.977
27 N 3.96 -1.72 -3.04  C67 1.445, C82 1.319, C99 1.453
28 H 1.74 3.28 -1.48  C60 1.081
29 N -4.89 -0.05 0.03  C11 1.450, C22 1.297, C111 1.442
30 O -1.01 3.76 -4.35  C74 1.201
31 C -0.14 -1.13 -3.77  H7 1.103, C19 1.534, O101 1.403, H117 1.100
32 H -1.02 3.65 3.50  C16 1.087
33 N 1.12 3.87 3.29  C16 1.479, C34 1.345, C70 1.423
34 C 1.31 2.73 3.97  H3 1.094, N33 1.345, O122 1.215
35 C -0.01 -2.24 5.98  N91 1.335, H98 1.176, O118 1.195
36 H -1.82 5.76 -0.02  C2 1.078
37 H -0.48 -0.99 -1.86  O101 1.000
38 C -2.99 -5.71 -1.30  O15 1.216, N25 1.402, H110 1.144
39 H -2.46 -2.89 0.13  C73 1.115
40 C -4.82 -4.34 -0.25  H24 1.098, N25 1.496, H49 1.089, H77 1.102
41 H 2.10 -6.12 0.37  C48 1.094
42 O 3.43 1.32 -0.20  H14 0.942, C53 1.410
43 H -2.09 5.42 -1.74  C2 1.096
44 H -4.49 2.90 -1.18  C92 1.110
45 H -1.62 -3.36 -3.43  O26 0.977
46 H 1.04 5.56 -2.80  C56 1.076
47 H 2.30 5.57 3.35  C70 1.097
48 C 1.17 -5.61 0.64  N13 1.472, H23 1.095, H41 1.094, H121 1.058
49 H -5.35 -4.91 -1.01  C40 1.089
50 H -4.24 4.55 -2.04  C92 1.100
51 H -6.48 0.92 0.84  C111 1.083
52 H -0.97 4.57 -0.76  C2 1.065
53 C 3.60 1.23 1.19  H20 1.082, O42 1.410, H59 1.096, C85 1.509
54 O 5.40 -0.47 1.70  C85 1.456, H96 0.970
55 C 2.37 -3.54 -0.27  H10 1.117, N13 1.468, H18 1.144, H94 1.112
56 C 1.40 4.99 -3.64  H46 1.076, H58 1.047, H72 1.085, N119 1.420
57 H -0.72 1.41 -0.69  C64 1.113
58 H 2.44 5.06 -3.63  C56 1.047
59 H 3.27 2.14 1.70  C53 1.096
60 C 1.88 2.88 -2.48  H28 1.081, H83 1.081, H103 1.072, N119 1.451
61 O 0.15 -3.82 2.54  C109 1.229
62 C -3.18 3.51 0.74  N100 1.347, O114 1.243, H120 1.079
63 H 4.63 -2.14 -4.98  C99 1.101
64 C -0.05 1.27 0.20  H57 1.113, O66 1.431, C80 1.512, H88 1.086
65 H 1.78 -0.97 3.62  C84 1.107
66 O -0.68 1.69 1.41  C64 1.431, H75 0.970
67 C 3.24 -0.48 -3.16  H1 1.112, H9 1.068, N27 1.445, H115 1.103
68 H -1.51 -1.94 -5.23  C19 1.055
69 H 1.43 0.51 6.37  C124 1.118
70 C 2.27 4.59 2.86  H4 1.077, H8 1.089, N33 1.423, H47 1.097
71 H 1.25 -0.32 -0.42  C80 1.107
72 H 0.90 5.36 -4.53  C56 1.085
73 C -2.45 -3.98 0.38  H17 1.080, N25 1.419, H39 1.115, H97 1.070
74 C -0.16 3.16 -3.74  O30 1.201, H102 1.119, N119 1.344
75 H -1.50 1.18 1.48  O66 0.970
76 H -3.18 3.16 -2.36  C92 1.098
77 H -4.96 -3.26 -0.44  C40 1.102
78 O 4.69 -1.10 -1.05  C82 1.215
79 H -0.41 5.31 3.47  C16 1.082
80 C 0.41 -0.16 0.29  C64 1.512, H71 1.107, O106 1.430, H125 1.102
81 H 4.46 -3.53 -3.92  C99 1.076
82 C 4.69 -1.91 -1.95  N27 1.319, O78 1.215, H105 1.091
83 H 1.40 1.92 -2.43  C60 1.081
84 C 0.78 -0.97 4.08  H21 1.121, H65 1.107, N91 1.448, H93 1.089
85 C 5.03 0.93 1.60  C53 1.509, O54 1.456, H95 1.062, H126 1.063
86 H 3.06 -2.92 -4.60  C99 1.073
87 H 1.49 -0.99 7.37  C124 1.106
88 H 0.81 1.91 0.01  C64 1.086
89 O -3.15 -0.43 1.48  C22 1.248
90 H -4.05 -1.14 -1.57  C11 1.088
91 N 0.79 -1.29 5.49  C35 1.335, C84 1.448, C124 1.395
92 C -3.79 3.65 -1.60  H44 1.110, H50 1.100, H76 1.098, N100 1.460
93 H 0.21 -1.73 3.53  C84 1.089
94 H 2.79 -2.62 0.18  C55 1.112
95 H 5.16 1.30 2.59  C85 1.062
96 H 5.32 -0.87 0.82  O54 0.970
97 H -1.43 -4.22 0.20  C73 1.070
98 H -0.79 -2.66 5.20  C35 1.176
99 C 4.00 -2.60 -4.20  N27 1.453, H63 1.101, H81 1.076, H86 1.073
100 N -2.99 4.10 -0.46  C2 1.390, C62 1.347, C92 1.460
101 O -0.05 -0.43 -2.56  C31 1.403, H37 1.000
102 H -0.36 2.16 -3.28  C74 1.119
103 H 2.90 2.89 -2.81  C60 1.072
104 H -2.19 -0.63 -4.25  C19 1.108
105 H 5.21 -2.86 -1.89  C82 1.091
106 O -0.62 -1.13 0.06  H12 0.991, C80 1.430
107 H 1.60 -2.56 1.85  C109 1.100
108 H -4.64 0.48 -1.86  C11 1.061
109 C 1.02 -3.49 1.74  N13 1.319, O61 1.229, H107 1.100
110 H -3.80 -6.22 -1.91  C38 1.144
111 C -6.27 0.37 -0.07  H5 1.069, N29 1.442, H51 1.083, H112 1.119
112 H -7.00 -0.47 -0.16  C111 1.119
113 H -5.04 -0.14 2.03  C22 1.091
114 O -4.07 2.71 1.06  C62 1.243
115 H 2.82 -0.41 -4.17  C67 1.103
116 H -3.11 0.27 -1.02  C11 1.082
117 H 0.29 -0.43 -4.51  C31 1.100
118 O -0.04 -2.64 7.11  C35 1.195
119 N 1.03 3.65 -3.36  C56 1.420, C60 1.451, C74 1.344
120 H -2.37 3.82 1.39  C62 1.079
121 H 0.92 -5.88 1.64  C48 1.058
122 O 2.45 2.35 4.17  C34 1.215
123 H 2.67 -0.63 6.11  C124 1.066
124 C 1.63 -0.59 6.35  H69 1.118, H87 1.106, N91 1.395, H123 1.066
125 H 0.88 -0.21 1.29  C80 1.102
126 H 5.70 1.49 1.00  C85 1.063